Record 1
DFT (wB97M-V/def2-TZVPD) results for 5 unconnected molecules or ions with the total composition C23H59NO7P3.

The geometry in XYZ format:
```
93
Properties=species:S:1:pos:R:3:forces:R:3:lowdin_charge:R:1
C 2.209967 3.007125 -0.952946 0.1 0.6 0.9 -0.10
C 3.306408 1.790009 -1.038046 0.9 1.9 0.8 -0.20
O 2.718525 0.457371 -1.298575 -2.4 1.4 -3.5 -0.11
C 1.937360 0.452820 -2.554143 1.9 2.8 -4.6 -0.23
O 2.269433 1.173247 -3.661511 -2.2 -4.5 7.7 -0.02
C 0.601779 -0.525544 -2.578779 0.0 -0.4 1.4 -0.09
C 0.006510 -0.702770 -1.048684 -0.8 -0.6 -0.9 -0.26
C -0.867632 0.651443 -0.729397 1.0 -0.4 0.5 -0.36
P -2.694858 0.213797 -1.243390 2.5 1.2 0.5 0.65
P -3.597120 -0.597628 0.608072 0.5 -3.5 2.1 0.57
N -2.687250 -1.859541 1.119410 -2.4 1.1 -1.0 -0.33
P -3.851325 1.925623 -1.936602 -2.4 1.8 -0.2 0.71
C -2.760115 3.390716 -2.493838 0.9 0.9 0.4 -0.32
O -4.751211 2.463067 -0.499959 3.2 -1.6 -0.4 -0.40
H 1.996012 3.554905 -1.967320 0.4 -1.4 1.9 0.09
H 2.682761 3.824607 -0.223042 -1.0 -1.8 -1.6 0.10
H 1.190136 2.680958 -0.425358 2.2 0.5 -1.2 0.07
H 4.128730 2.105850 -1.815174 -1.7 -1.0 1.4 0.14
H 3.836681 1.730882 0.025990 -1.2 -0.3 -2.4 0.14
H 0.822854 -1.611229 -2.978080 0.0 2.4 0.6 0.14
H -0.290928 -0.073350 -3.221159 2.4 -0.7 1.0 0.13
H 0.807536 -0.973866 -0.242901 -1.6 0.8 -1.6 0.13
H -0.771530 -1.605817 -1.113753 1.9 1.7 0.4 0.09
H -0.839142 0.939610 0.428381 -0.2 -0.6 -2.6 0.12
H -0.448076 1.550875 -1.390326 -1.2 -1.9 1.5 0.07
H -2.611472 -0.879594 -2.215121 -0.3 1.0 0.8 0.05
H -3.691261 0.435831 1.631783 0.1 -0.1 -1.3 0.02
H -4.942698 -1.002915 0.279433 0.6 0.9 -0.1 0.02
H -3.372303 -2.671736 1.075497 1.3 0.9 0.1 0.00
H -2.911611 4.261470 -1.694248 0.2 -1.8 -1.9 0.09
H -1.605506 3.148847 -2.527420 -2.3 0.4 -0.1 0.05
H -3.155284 3.711742 -3.572037 0.9 -0.7 2.5 0.08
H -4.153679 2.323230 0.296374 -1.2 0.8 -1.1 0.03
C -1.170191 7.804680 -3.942178 -0.1 0.3 0.1 -0.08
C -2.274701 6.922054 -4.496969 0.0 0.1 0.1 -0.28
O -3.416584 6.843243 -3.648519 0.0 -0.3 0.1 -0.19
C -4.107183 8.065566 -3.396733 -0.2 0.0 -0.1 -0.28
C -4.679806 8.702511 -4.650461 0.2 0.0 -0.2 -0.08
H -0.920737 7.515015 -2.916653 0.0 0.0 -0.1 0.08
H -0.271658 7.728617 -4.561161 -0.1 0.0 0.1 0.08
H -1.473222 8.856231 -3.919927 0.1 -0.1 -0.1 0.07
H -1.889879 5.901014 -4.593400 -0.2 0.0 0.1 0.10
H -2.567382 7.239131 -5.502942 0.0 0.1 0.0 0.11
H -3.461122 8.763818 -2.856561 0.0 0.0 -0.1 0.11
H -4.933323 7.819278 -2.721092 0.2 -0.2 -0.1 0.12
H -3.887203 9.057847 -5.314877 -0.1 0.1 0.1 0.07
H -5.308249 9.559637 -4.391067 0.1 -0.1 0.0 0.08
H -5.279233 7.980134 -5.213644 0.0 0.1 0.1 0.08
C 7.219180 3.853973 2.455937 0.3 0.0 0.0 -0.08
C 6.284450 2.684030 2.202408 0.1 0.1 -0.1 -0.28
O 6.560358 1.991579 0.988176 -0.2 0.0 -0.1 -0.19
C 7.843870 1.378365 0.883480 -0.1 -0.2 0.0 -0.27
C 8.084894 0.304524 1.929521 0.0 0.1 0.3 -0.08
H 7.255849 4.516559 1.585610 -0.1 -0.1 0.1 0.08
H 6.887131 4.428179 3.325602 0.0 -0.1 -0.1 0.08
H 8.241060 3.513221 2.650190 -0.1 0.1 0.1 0.07
H 5.262022 3.067220 2.114561 0.1 -0.2 -0.2 0.11
H 6.282935 1.988023 3.047248 0.1 0.0 0.0 0.11
H 8.631512 2.137239 0.905124 0.0 0.0 0.1 0.11
H 7.884373 0.915603 -0.108422 -0.2 0.2 0.1 0.12
H 8.153359 0.733630 2.933071 0.1 -0.1 -0.1 0.07
H 9.021405 -0.223432 1.726787 -0.1 0.1 0.0 0.08
H 7.263864 -0.419452 1.938757 0.1 0.1 -0.1 0.08
C -0.507302 -2.904646 3.787557 0.3 -0.2 0.0 -0.09
C -1.774848 -3.474471 4.400248 0.0 0.0 -0.1 -0.28
O -2.023227 -4.828040 4.031286 -0.1 0.1 -0.1 -0.19
C -1.042317 -5.785062 4.426662 -0.1 -0.1 0.1 -0.28
C -0.873157 -5.886594 5.932154 0.0 0.2 0.1 -0.08
H -0.496237 -3.060654 2.704334 -0.1 0.1 0.1 0.06
H -0.430780 -1.833046 3.992756 0.0 -0.1 0.0 0.07
H 0.385554 -3.388246 4.196241 -0.1 0.1 0.0 0.07
H -2.629428 -2.893123 4.037430 0.0 -0.3 0.0 0.10
H -1.769510 -3.370348 5.489886 0.1 0.0 0.0 0.11
H -0.088060 -5.578575 3.933211 0.1 0.1 0.0 0.11
H -1.386009 -6.753387 4.047349 -0.1 0.3 -0.1 0.12
H -0.435724 -4.974057 6.346716 0.0 -0.1 0.0 0.07
H -0.212275 -6.720269 6.187322 -0.1 0.1 0.0 0.08
H -1.840419 -6.037364 6.422042 0.1 -0.1 -0.1 0.09
C -2.080820 -5.899324 0.655387 0.2 0.0 0.0 -0.09
C -3.015550 -7.069266 0.401859 0.0 0.0 -0.2 -0.27
O -2.739642 -7.761717 -0.812374 0.0 0.1 0.0 -0.17
C -1.456130 -8.374932 -0.917069 -0.2 -0.1 0.0 -0.28
C -1.215106 -9.448773 0.128971 0.0 0.0 0.3 -0.08
H -2.044151 -5.236738 -0.214939 -0.1 -0.1 0.0 0.07
H -2.412869 -5.325118 1.525053 0.1 -0.1 0.0 0.06
H -1.058940 -6.240075 0.849641 -0.1 0.1 0.1 0.07
H -4.037978 -6.686077 0.314012 0.1 -0.2 -0.2 0.12
H -3.017065 -7.765274 1.246698 0.1 0.0 0.0 0.11
H -0.668488 -7.616058 -0.895425 0.1 0.0 0.1 0.10
H -1.415627 -8.837693 -1.908971 -0.2 0.2 0.1 0.12
H -1.146641 -9.019667 1.132522 0.1 -0.1 0.0 0.06
H -0.278595 -9.976729 -0.073762 -0.1 0.1 0.0 0.08
H -2.036136 -10.172749 0.138207 0.1 0.1 -0.1 0.09
```
Forces are in eV/Å.

**Charge**: +1
**HOMO**: -11.1810 eV

Record 2
DFT (wB97M-V/def2-TZVPD) results for C4H6FNS in the gas phase.

The geometry in XYZ format:
```
13
Properties=species:S:1:pos:R:3:forces:R:3:lowdin_charge:R:1
F -0.210442 2.047452 -0.221052 2.1 -0.1 0.7 -0.15
C 1.092274 1.474844 0.278757 -0.3 7.6 -0.6 -0.21
C 0.960385 0.117971 0.351235 -0.1 -6.4 0.0 -0.83
S 2.306570 -0.721188 -0.169138 -0.9 -0.2 0.8 0.74
N -0.252036 -0.470477 0.735428 -0.9 0.1 -0.5 -0.06
C -0.737848 -1.659566 0.014513 -1.5 -1.1 1.0 -0.17
C -1.335344 -0.351218 -0.349634 -1.8 2.2 -0.5 -0.12
H 1.900026 1.644054 -0.516309 -1.4 0.5 1.3 0.11
H 1.295191 2.150627 1.234655 -0.3 -1.9 -1.8 0.18
H -1.500165 -2.401261 0.649383 2.4 2.1 -1.7 0.17
H -0.040325 -2.140477 -0.668214 -0.1 -0.1 0.3 0.07
H -2.547027 -0.108152 -0.255617 3.4 -0.7 0.8 0.16
H -0.931254 0.417389 -1.084008 -0.6 -2.1 0.2 0.11
```
Forces are in eV/Å.

**SMILES**: FCC(=S)N1CC1
**HOMO**: -9.0129 eV

Record 3
DFT (wB97M-V/def2-TZVPD) results for 2 unconnected molecules or ions with the total composition I2O2S.

The geometry in XYZ format:
```
5
Properties=species:S:1:pos:R:3:forces:R:3:mulliken_spin:R:1
O -0.384504 0.088938 1.881701 -0.7 2.2 3.0 0.06
O -0.035102 -1.758246 0.499522 0.5 -2.9 -1.1 0.07
S -0.097065 -0.368856 0.605393 0.5 0.5 -1.7 0.13
I 2.389398 1.592646 -1.679172 -0.1 0.0 0.0 0.99
I -1.872727 0.445518 -1.307444 -0.2 0.2 -0.3 0.75
```
Forces are in eV/Å.

**⟨S²⟩**: 2.02
**Spin multiplicity**: 3
**HOMO (spin up / spin down)**: -10.3552 / -10.2543 eV

Record 4
DFT (wB97M-V/def2-TZVPD) results for C4H4N2 in the gas phase.

The geometry in XYZ format:
```
10
Properties=species:S:1:pos:R:3:forces:R:3:lowdin_charge:R:1
C 0.507756 0.758371 -0.453345 0.6 0.4 0.6 -0.05
C -0.550561 0.795205 0.369280 -0.6 0.3 -0.6 -0.05
C -1.202195 -0.480901 0.052600 -0.4 -0.6 0.6 -0.17
N -0.620449 -1.625456 -0.074160 -0.3 0.3 -0.1 -0.01
N 0.699581 -1.576331 0.284485 0.2 0.4 0.0 -0.01
C 1.235047 -0.434984 0.011333 0.3 -0.7 -0.4 -0.17
H 0.830182 1.507075 -1.168626 0.8 0.3 0.8 0.11
H -0.960103 1.623274 0.940936 -0.6 0.1 -0.9 0.11
H -2.195072 -0.344889 -0.374058 -0.2 -0.3 0.6 0.12
H 2.224118 -0.228755 0.418441 0.2 -0.2 -0.6 0.12
```
Forces are in eV/Å.

**SMILES**: c1ccnnc1
**HOMO**: -9.5818 eV

Record 5
DFT (wB97M-V/def2-TZVPD) results for a molecular structure, C11H13O3PtS2.

The geometry in XYZ format:
```
30
Properties=species:S:1:pos:R:3:forces:R:3:mulliken_spin:R:1
Pt -1.496760 -0.854477 -0.468340 -6.3 -0.1 -1.7 1.40
O -1.496960 -0.479877 3.730760 0.0 1.0 -3.1 0.01
C -1.496960 -0.055977 2.513660 0.0 -0.2 2.8 0.02
O -1.496760 -0.842577 1.515360 0.2 -0.5 2.6 0.08
C -1.497360 1.471123 2.328960 0.0 0.7 1.0 0.03
C -1.497960 2.247523 3.520460 0.0 -0.1 -0.3 -0.01
C -1.498360 3.644823 3.518860 0.0 -0.8 0.1 0.00
C -1.498260 4.322823 2.311360 0.0 -0.5 -0.8 0.01
C -1.497760 3.598923 1.119360 0.0 0.5 0.8 -0.02
C -1.497360 2.189623 1.112260 0.1 -0.4 0.3 -0.02
S -1.496760 1.472723 -0.456440 0.0 1.1 -1.2 0.31
H -1.497960 1.727723 4.477260 0.0 -0.1 -0.3 0.00
H -1.498660 4.183623 4.458260 0.0 0.0 0.0 0.00
H -1.498560 5.405023 2.282660 0.0 0.1 0.0 0.00
H -1.497660 4.142623 0.177560 0.0 -0.2 0.1 0.00
O 0.458740 -0.854477 -0.468340 4.0 -0.6 0.6 -0.03
S 1.257440 -0.720877 -1.731940 0.0 0.3 -0.7 -0.01
C 0.626340 -1.973977 -2.906340 0.1 -0.3 -0.2 0.05
C 1.474840 -3.218077 -2.723340 0.0 -0.3 -0.1 0.03
C 2.895240 -2.709477 -2.553240 0.2 -0.3 -0.1 0.00
C 2.821340 -1.641377 -1.477140 0.3 0.0 0.1 0.01
H 0.748140 -1.560977 -3.912740 0.0 0.1 0.1 0.00
H -0.435060 -2.156777 -2.720640 0.0 0.4 0.2 0.01
H 1.384140 -3.892677 -3.579940 0.0 0.0 0.1 0.00
H 1.160840 -3.767777 -1.827540 0.0 0.1 -0.1 -0.01
H 3.254340 -2.275977 -3.494840 0.0 -0.1 0.1 0.00
H 3.584740 -3.511377 -2.272140 0.0 0.1 0.0 0.00
H 3.661740 -0.944377 -1.525840 -0.2 0.0 0.1 0.00
H 2.785840 -2.090977 -0.479640 -0.2 0.2 -0.1 0.00
H -3.214560 -0.854477 -0.468340 1.9 -0.3 -0.2 0.13
```
Forces are in eV/Å.

**⟨S²⟩**: 2.01
**Charge**: -1
**Spin multiplicity**: 3
**HOMO (spin up / spin down)**: -2.6580 / -3.3705 eV

Record 6
DFT (wB97M-V/def2-TZVPD) results for 3 unconnected molecules or ions with the total composition CH8N2O3.

The geometry in XYZ format:
```
14
Properties=species:S:1:pos:R:3:forces:R:3:lowdin_charge:R:1
N -0.591717 0.812028 0.590773 -0.3 0.5 0.1 0.15
C -0.410453 -0.523605 0.402027 0.5 0.0 0.6 -0.68
N -0.958176 -1.316965 1.407887 0.1 -0.1 -0.8 0.13
O 0.234206 -0.978366 -0.520313 0.0 -0.1 -0.4 0.04
H -0.698483 1.179075 1.526202 0.0 -0.2 -0.2 0.11
H -0.128202 1.397606 -0.077302 0.1 0.1 -0.1 0.10
H -0.832637 -2.277748 1.094038 -0.4 0.1 0.4 0.10
H -1.918865 -1.054960 1.588622 0.0 -0.3 0.3 0.09
O 2.896659 2.208518 1.545658 0.0 -0.3 -0.4 -0.07
H 3.155843 1.527222 0.903870 -0.1 0.2 0.3 0.04
H 2.210510 2.704186 1.088684 0.0 0.1 0.0 0.02
O -0.897296 -1.390361 -3.530503 -0.2 0.1 0.0 -0.07
H -0.416690 -1.469485 -2.697853 0.1 0.1 0.1 0.00
H -1.644698 -0.817144 -3.321789 0.2 -0.1 0.0 0.03
```
Forces are in eV/Å.

**SMILES**: NC(N)=O.O.O
**HOMO**: -10.5365 eV

Computed total energy (a.u.) in order:
-2516.6668, -708.6805, -1143.9807, -264.1918, -1568.3116, -378.1650